{
  "formula": "CH2O3PS2",
  "method": "ωB97M-V/def2-TZVPD",
  "energy_ha": -1402.77373,
  "homo_lumo_gap_ev": 7.82,
  "spin_multiplicity": 1,
  "homo_energy_ev": -4.7,
  "total_charge": -1,
  "smiles": "O=S(=O)([O-])PC=S",
  "lumo_energy_ev": 3.0838,
  "elements": ["C", "O", "O", "O", "P", "S", "S", "H", "H"],
  "xyz": [[1.419062, 0.025094, -0.423872], [-0.969128, -1.327682, 0.883609], [-1.290064, -0.323637, -1.372787], [-2.652030, 0.492742, 0.513798], [0.360174, 1.330609, 0.278899], [2.505258, -1.108648, 0.019476], [-1.479265, -0.220573, 0.094978], [1.527745, 0.182813, -1.494055], [0.578246, 0.949286, 1.499950]],
  "forces_ev_per_a": [[1.2, 0.6, -1.1], [-1.0, 0.3, -0.1], [-0.9, -0.6, 1.4], [-0.5, -0.2, 0.5], [-1.0, -0.7, -2.4], [-0.5, 0.2, 0.8], [2.9, 1.0, -2.2], [-0.7, 0.0, -0.3], [0.6, -0.7, 3.3]]
}


{
  "formula": "C18H45N3O6Pb",
  "method": "ωB97M-V/def2-TZVPD",
  "energy_ha": -1520.32394,
  "homo_lumo_gap_ev": 6.98,
  "spin_multiplicity": 1,
  "homo_energy_ev": -11.7,
  "total_charge": 2,
  "lumo_energy_ev": -4.7429,
  "elements": ["Pb", "C", "O", "C", "C", "N", "C", "C", "O", "C", "H", "H", "H", "H", "H", "H", "H", "H", "H", "H", "H", "H", "H", "H", "H", "C", "O", "C", "C", "N", "C", "C", "O", "C", "H", "H", "H", "H", "H", "H", "H", "H", "H", "H", "H", "H", "H", "H", "H", "C", "O", "C", "C", "N", "C", "C", "O", "C", "H", "H", "H", "H", "H", "H", "H", "H", "H", "H", "H", "H", "H", "H", "H"],
  "xyz": [[7.670945, -0.394133, -2.296138], [4.130520, -0.097808, -0.372387], [5.319039, 0.475306, -1.021311], [5.060340, 1.855822, -1.541891], [6.329523, 2.442099, -1.787804], [7.301269, 1.718946, -2.678035], [6.805305, 1.843843, -4.053413], [7.748385, 1.261062, -5.112932], [7.747524, -0.192486, -5.045135], [8.197379, -0.691643, -6.312437], [3.887437, 0.401375, 0.565603], [4.205667, -1.059133, 0.135867], [3.299647, -0.033560, -1.074968], [4.454933, 2.466137, -0.871739], [4.469483, 1.823580, -2.457282], [6.759026, 2.373939, -0.788313], [6.199357, 3.459840, -2.155704], [8.093413, 2.345547, -2.681317], [6.902177, 2.900504, -4.302777], [5.853179, 1.357929, -4.266600], [8.682670, 1.809558, -4.993065], [7.358247, 1.603877, -6.071238], [9.182465, -0.307181, -6.576846], [7.382922, -0.540195, -7.020824], [8.249571, -1.773399, -6.189308], [5.786806, -2.550578, -0.270207], [6.564034, -1.370044, -0.449012], [7.446379, -1.122978, 0.588797], [7.993116, 0.310302, 0.242776], [8.784077, 0.343669, -1.047842], [9.957440, -0.528151, -1.030317], [11.059494, 0.182561, -0.243605], [11.140880, 1.522369, -0.777513], [11.641930, 2.523550, 0.056577], [5.560537, -3.174716, -1.134706], [4.880233, -2.275280, 0.268711], [6.321782, -3.189488, 0.432427], [8.303328, -1.790830, 0.676539], [6.901008, -0.947335, 1.516069], [8.752158, 0.523044, 0.995564], [7.243687, 1.094315, 0.351322], [9.269923, 1.228818, -1.071823], [10.435164, -0.683123, -1.997723], [9.771657, -1.522171, -0.623478], [12.017058, -0.298181, -0.443773], [10.933481, 0.293902, 0.833343], [10.746982, 2.900035, 0.551984], [12.071285, 3.319161, -0.552326], [12.448132, 2.101434, 0.656549], [4.753937, -1.536830, -3.243352], [6.012963, -1.866840, -2.566198], [6.538965, -3.143151, -2.901404], [7.887194, -3.320162, -2.132354], [8.847723, -2.313601, -2.473112], [9.228368, -2.319751, -3.862031], [10.285494, -1.154892, -3.983218], [9.722200, 0.157599, -3.557691], [10.692201, 1.192851, -3.331395], [3.992500, -2.315824, -3.281899], [4.978882, -1.313102, -4.286158], [4.229401, -0.744979, -2.708619], [6.642737, -3.203250, -3.984792], [5.745412, -3.863953, -2.704361], [8.376214, -4.273293, -2.333580], [7.766341, -3.195292, -1.056297], [9.553364, -2.784723, -1.925196], [8.477592, -2.028867, -4.596764], [9.637111, -3.295855, -4.123274], [10.622356, -0.978750, -5.004784], [11.194649, -1.389615, -3.429627], [11.686630, 0.958461, -3.711231], [10.783675, 1.312547, -2.251860], [10.228412, 2.094447, -3.731545]],
  "forces_ev_per_a": [[-8.1, -3.3, -10.6], [-0.1, 1.4, 0.5], [-1.9, 1.9, 0.2], [-2.8, -2.9, -0.3], [2.8, 0.9, 0.7], [-2.1, 4.7, -0.7], [1.2, -0.3, -1.7], [-1.1, -0.3, 0.7], [0.3, 2.1, -1.7], [-0.9, -0.7, 0.4], [-0.2, 1.3, -0.3], [0.4, 0.3, -1.6], [-0.2, -0.2, 0.3], [0.3, -0.1, 0.4], [-0.3, -0.5, -0.2], [0.6, 1.1, -0.2], [0.1, 0.2, 0.3], [0.6, 0.2, 0.2], [-1.1, 0.3, -0.1], [-0.3, 0.5, 0.7], [0.7, -0.9, -0.1], [-0.2, -0.2, -0.2], [-0.2, 0.2, -0.3], [0.5, 0.4, -0.5], [0.2, 0.0, -0.4], [-0.2, -1.3, 2.3], [0.1, -2.4, 1.1], [0.1, 3.2, 0.0], [1.9, -0.9, 2.1], [7.0, 3.9, 9.6], [2.9, -0.1, 2.4], [0.8, 0.9, 0.3], [-0.2, -1.3, 0.5], [0.1, 0.4, 0.3], [-0.1, 0.8, 0.8], [0.3, -0.8, -0.3], [0.1, -0.2, 0.1], [-0.4, -0.5, 0.2], [0.2, -0.6, 0.4], [-0.2, 0.1, 0.4], [0.1, -0.5, -0.6], [-0.3, 1.0, -0.2], [-1.0, 0.2, 0.8], [0.0, 0.6, 0.4], [0.0, -0.3, 0.2], [-0.2, -0.4, 0.1], [0.6, 0.4, 0.9], [-0.1, -0.1, -0.1], [-0.2, 0.4, 0.5], [0.3, -0.4, -0.2], [-4.8, -2.6, -2.2], [0.0, 0.0, -0.4], [-2.3, -1.0, -0.6], [1.2, -2.9, 0.0], [2.0, 1.7, -0.8], [-0.3, 0.5, -1.0], [1.3, -1.8, -1.1], [-0.6, -0.2, 0.1], [0.4, -0.8, 0.3], [0.0, 0.4, 0.0], [0.7, 0.2, -0.3], [0.5, 0.0, -0.2], [0.4, -0.7, 0.3], [-0.7, -0.5, -0.1], [-0.3, -0.6, -0.2], [1.6, 0.7, -0.3], [-0.3, -0.6, 1.2], [0.3, 0.1, -0.3], [-0.1, -0.4, -0.1], [0.1, 0.0, 0.3], [-0.2, 0.2, -0.5], [0.2, 0.3, -1.4], [0.6, 0.1, -0.4]]
}


{
  "formula": "C2HIN3",
  "method": "ωB97M-V/def2-TZVPD",
  "energy_ha": -538.17620,
  "homo_lumo_gap_ev": [5.68, 5.68],
  "spin_multiplicity": 1,
  "homo_energy_ev": [-14.4, -14.4],
  "total_charge": 1,
  "lumo_energy_ev": [-8.7694, -8.7686],
  "elements": ["C", "C", "N", "N", "N", "I", "H"],
  "xyz": [[0.817823, -0.794566, 0.069030], [-0.400893, -0.304193, -0.213792], [0.593582, -1.927114, -0.565562], [-1.302228, -0.918748, -0.816105], [-0.661444, -2.053770, -1.073938], [-2.146559, -2.453667, -2.356130], [1.756215, -0.335308, 0.480082]],
  "forces_ev_per_a": [[2.0, 1.5, 0.9], [-0.5, -0.1, -0.4], [1.0, -2.3, -1.3], [-0.5, 2.8, 2.5], [0.8, 2.9, 2.3], [-1.7, -3.6, -3.7], [-1.1, -1.1, -0.4]]
}


{
  "formula": "C45H53Cl2HfNO2P2Te",
  "method": "ωB97M-V/def2-TZVPD",
  "energy_ha": -3870.58465,
  "homo_lumo_gap_ev": 6.22,
  "spin_multiplicity": 1,
  "homo_energy_ev": -12.6,
  "total_charge": 2,
  "lumo_energy_ev": -6.3627,
  "elements": ["Hf", "C", "C", "C", "P", "C", "C", "C", "C", "C", "C", "C", "C", "C", "C", "N", "C", "C", "C", "C", "C", "C", "C", "P", "C", "C", "C", "C", "C", "C", "H", "H", "H", "H", "H", "H", "H", "H", "H", "H", "H", "H", "H", "H", "H", "H", "H", "H", "H", "H", "H", "H", "H", "H", "H", "H", "H", "H", "H", "H", "H", "H", "H", "H", "H", "H", "H", "H", "H", "H", "Cl", "C", "C", "C", "Cl", "C", "O", "C", "C", "O", "C", "H", "H", "H", "Te", "C", "C", "C", "C", "C", "C", "C", "C", "C", "C", "C", "C", "H", "H", "H", "H", "H", "H", "H", "H", "H", "H"],
  "xyz": [[-0.186143, -0.319056, 0.611823], [-2.149536, -4.947328, 0.552111], [-1.399876, -3.679192, 0.955297], [0.108202, -3.851316, 0.758653], [-1.976039, -2.171586, 0.055307], [-3.790179, -2.078784, 0.183886], [-4.307646, -0.864180, -0.588083], [-4.226244, -2.061102, 1.650055], [-1.526391, -2.471000, -1.662070], [-2.216175, -3.383732, -2.461183], [-1.742812, -3.776846, -3.701254], [-2.491040, -4.759456, -4.566247], [-0.511841, -3.252762, -4.094333], [0.174104, -2.326094, -3.325907], [-0.348006, -1.873644, -2.116639], [0.275695, -0.867218, -1.308320], [1.283475, -0.018475, -1.884857], [1.160442, 0.478236, -3.185498], [2.183601, 1.199961, -3.762584], [3.364729, 1.482666, -3.069965], [4.486747, 2.254936, -3.718197], [3.445438, 1.066853, -1.753997], [2.414842, 0.346829, -1.133301], [2.508493, -0.255668, 0.581422], [3.935305, -1.403727, 0.554375], [3.637109, -2.554060, -0.410980], [4.287472, -1.915611, 1.951899], [2.889085, 1.164059, 1.721290], [3.724273, 2.310029, 1.161708], [1.550766, 1.666756, 2.291781], [-1.776930, -5.785093, 1.145535], [-1.980498, -5.188949, -0.498769], [-3.225288, -4.878195, 0.726833], [-1.592126, -3.465187, 2.010403], [0.340379, -4.084870, -0.281331], [0.462553, -4.675236, 1.380007], [0.693379, -2.974712, 1.057576], [-4.156041, -2.991164, -0.285991], [-3.952594, 0.064788, -0.134793], [-5.398927, -0.850022, -0.565834], [-3.993672, -0.877670, -1.632639], [-3.845498, -1.175668, 2.164286], [-3.891975, -2.943762, 2.198795], [-5.315809, -2.029672, 1.707944], [-3.149433, -3.808772, -2.103824], [-3.497910, -4.936655, -4.188937], [-1.973862, -5.720171, -4.603655], [-2.573169, -4.395964, -5.590407], [-0.076703, -3.572991, -5.036295], [1.128101, -1.956651, -3.678096], [0.265918, 0.262983, -3.756821], [2.069716, 1.548425, -4.783925], [4.516487, 2.084839, -4.793836], [5.454932, 1.976273, -3.302004], [4.359411, 3.329379, -3.561099], [4.351955, 1.287074, -1.202527], [4.755071, -0.799300, 0.156456], [2.833927, -3.186080, -0.023670], [4.526195, -3.176899, -0.521768], [3.351386, -2.200680, -1.403739], [3.438591, -2.433375, 2.406708], [4.609547, -1.122721, 2.627227], [5.109540, -2.629319, 1.877135], [3.442322, 0.704564, 2.541352], [3.232657, 2.796306, 0.316606], [4.716833, 1.985737, 0.845986], [3.863757, 3.058819, 1.944458], [0.824835, 1.863156, 1.486461], [1.653623, 2.612064, 2.824476], [1.140542, 0.943502, 2.990407], [-2.547115, -0.786545, 7.757882], [-1.844312, -0.851412, 6.189019], [-0.808948, -1.764313, 5.941671], [-0.217984, -1.847375, 4.701989], [1.057982, -2.974616, 4.413480], [-0.641524, -1.019853, 3.652389], [-0.053234, -1.076080, 2.478899], [-1.684659, -0.113091, 3.914293], [-2.185060, 0.716330, 2.876959], [-1.794148, 0.705027, 1.688971], [-2.279728, -0.030997, 5.190648], [-0.465509, -2.410906, 6.740818], [-2.989796, 1.417814, 3.119951], [-3.078795, 0.680701, 5.369918], [-1.309747, 2.126868, -0.734555], [-0.358997, 3.369169, -2.120759], [-1.188312, 4.103986, -2.959808], [-0.614451, 5.028828, -3.824205], [0.762906, 5.207752, -3.840625], [1.578932, 4.462363, -2.996241], [1.019918, 3.531742, -2.129756], [-1.458812, 3.616450, 0.750742], [-0.365034, 4.418882, 1.041944], [-0.493594, 5.424938, 1.993185], [-1.702831, 5.617950, 2.649977], [-2.795518, 4.815578, 2.346802], [-2.679350, 3.814283, 1.387717], [-2.262897, 3.968428, -2.944358], [-1.248316, 5.611191, -4.480668], [1.203544, 5.932009, -4.514894], [2.652494, 4.609935, -3.008848], [1.653706, 2.939987, -1.479670], [0.578465, 4.285540, 0.525893], [0.351773, 6.066805, 2.210346], [-1.799766, 6.407210, 3.386535], [-3.746146, 4.982304, 2.839424], [-3.544210, 3.215502, 1.120048]],
  "forces_ev_per_a": [[0.2, 1.2, 1.0], [0.0, -0.1, 0.1], [-0.1, 0.0, 0.0], [0.0, 0.0, 0.0], [0.3, -0.5, -0.5], [0.0, 0.3, 0.2], [-0.1, 0.0, 0.0], [-0.1, 0.0, 0.0], [-0.3, 0.0, 0.1], [-0.1, -0.1, 0.1], [0.0, -0.1, -0.1], [0.1, 0.1, 0.1], [0.1, 0.0, -0.1], [0.1, 0.0, -0.1], [0.3, 0.3, 0.1], [0.0, -0.6, -0.9], [-0.2, -0.3, 0.1], [0.0, 0.0, -0.1], [0.0, 0.0, -0.1], [0.1, 0.0, -0.1], [-0.1, -0.1, 0.1], [0.1, 0.0, 0.1], [0.0, 0.0, 0.0], [0.1, 0.4, -0.3], [-0.1, -0.2, 0.2], [0.0, 0.0, 0.0], [0.0, 0.0, 0.0], [-0.1, 0.1, 0.0], [0.1, 0.0, 0.0], [0.2, -0.2, -0.1], [0.0, 0.0, 0.0], [0.0, 0.0, 0.0], [0.1, 0.0, 0.0], [0.0, 0.0, 0.1], [0.0, 0.0, 0.0], [0.0, 0.0, 0.0], [-0.1, 0.0, 0.0], [-0.1, -0.1, -0.1], [0.0, 0.0, 0.0], [0.0, 0.0, 0.0], [0.0, 0.0, 0.0], [0.0, 0.0, 0.0], [0.0, 0.0, 0.0], [0.0, 0.0, 0.0], [0.0, 0.0, 0.0], [0.0, 0.0, 0.0], [0.0, 0.0, 0.0], [0.0, 0.0, 0.0], [0.0, 0.0, 0.1], [-0.1, 0.0, 0.0], [0.0, 0.0, 0.0], [0.0, 0.0, 0.1], [0.0, 0.0, 0.0], [0.0, 0.0, 0.0], [0.0, -0.1, 0.0], [-0.1, 0.0, 0.0], [0.1, 0.0, 0.0], [0.0, 0.0, 0.0], [0.0, 0.0, 0.0], [0.0, 0.0, 0.0], [0.0, 0.0, 0.0], [0.0, 0.0, 0.0], [0.0, 0.0, 0.0], [0.0, 0.0, 0.1], [0.0, 0.0, 0.0], [0.0, 0.0, 0.0], [0.0, 0.0, 0.0], [-0.1, 0.2, 0.0], [0.1, 0.1, -0.1], [-0.1, 0.0, 0.1], [0.0, 0.0, 0.0], [0.0, -0.1, 0.1], [0.1, -0.1, 0.1], [0.1, -0.1, 0.1], [-0.1, 0.1, 0.0], [0.3, -0.2, -0.2], [-0.1, -0.4, 0.3], [-0.2, 0.2, 0.0], [0.0, 0.0, 0.2], [-0.2, 0.0, 0.0], [-0.2, 0.2, -0.1], [0.0, 0.0, 0.0], [0.0, 0.0, 0.0], [0.1, -0.1, 0.0], [-0.3, 0.3, -0.1], [0.1, -0.1, 0.1], [0.2, 0.1, -0.1], [0.0, 0.0, 0.0], [0.0, 0.0, 0.0], [-0.1, 0.0, 0.0], [-0.1, 0.3, 0.0], [-0.1, 0.0, 0.0], [0.0, 0.1, 0.1], [0.0, 0.0, 0.0], [0.0, 0.0, 0.0], [0.0, -0.1, 0.0], [0.0, 0.0, 0.0], [0.0, 0.0, 0.0], [0.0, 0.0, 0.0], [0.0, 0.0, 0.0], [-0.1, 0.0, 0.0], [-0.1, 0.1, 0.0], [0.0, 0.0, 0.0], [0.0, 0.0, 0.0], [0.0, -0.1, -0.1], [0.0, 0.0, 0.0], [0.0, 0.0, 0.0]]
}


{
  "formula": "C3H3NO",
  "method": "ωB97M-V/def2-TZVPD",
  "energy_ha": -245.86662,
  "homo_lumo_gap_ev": 8.18,
  "spin_multiplicity": 1,
  "homo_energy_ev": -8.4,
  "total_charge": 0,
  "lumo_energy_ev": -0.1854,
  "elements": ["C", "C", "C", "N", "O", "H", "H", "H"],
  "xyz": [[0.050935, 1.345176, -1.438864], [0.402440, 0.099436, 1.625240], [0.040067, -0.924742, -0.495630], [-0.117181, 0.195124, -1.104702], [0.386996, -0.999151, 0.804361], [-0.785643, 1.994008, -1.356802], [0.738639, -0.429697, 2.715322], [-0.222294, -1.709234, -1.087883]],
  "forces_ev_per_a": [[0.8, 0.3, -0.3], [0.5, -2.7, 0.7], [-0.4, 3.7, -1.2], [0.7, -1.2, 1.4], [0.4, 0.9, 2.6], [-0.9, 0.7, 0.0], [-0.6, 1.1, -2.7], [-0.3, -2.9, -0.5]]
}